A cluster of 2 separate species, C9H14N2O2S in total. Source: the Open Molecules 2025 dataset; level of theory: wB97M-V/def2-TZVPD.

Geometry as XYZ:
```
28
Properties=species:S:1:pos:R:3:lowdin_charge:R:1
C 0.287 0.667 -1.201 -0.531
C 2.966 0.657 1.384 0.028
C 0.378 3.166 -0.705 -0.767
C -2.185 1.259 0.609 -0.033
C -0.055 0.703 1.977 -0.039
C 1.152 -2.113 -0.118 -0.052
C -0.364 -2.064 -2.151 -0.046
C -1.047 0.214 0.797 -0.303
C -0.196 -1.645 -0.687 -0.336
N 0.078 2.017 -0.829 0.150
N -0.381 -0.156 -0.460 0.018
O 0.974 0.475 -2.200 0.072
O 3.835 1.029 1.988 0.084
S 0.476 4.708 -0.458 0.706
H -2.120 2.194 1.076 0.060
H -2.272 1.308 -0.507 0.103
H -3.029 0.816 1.017 0.048
H 0.866 0.156 2.072 -0.010
H -0.594 0.831 2.969 0.107
H 0.220 1.651 1.622 0.023
H 1.197 -3.216 -0.162 0.088
H 2.027 -1.727 -0.697 0.094
H 1.338 -1.794 0.879 0.040
H 0.594 -1.644 -2.658 0.107
H -1.212 -1.640 -2.608 0.059
H -0.408 -3.185 -2.103 0.096
H -1.558 -0.631 1.193 0.110
H -0.968 -2.035 -0.039 0.123
```

Results
Energy: -27469.3245 eV
Multiplicity: 1
ΔE to the lowest compared entry with this formula, charge and spin: 51.24 kcal/mol
Max |F|: 0.07688 hartree/bohr
LUMO level: 0.025 Eh

***

A structure of composition C25H22FeN4O3Te. Source: the Open Molecules 2025 dataset; level of theory: wB97M-V/def2-TZVPD.

Geometry as XYZ:
```
56
Properties=species:S:1:pos:R:3:lowdin_charge:R:1
Fe 0.307 0.119 0.082 0.290
O -0.465 1.470 -4.108 0.059
C -1.395 0.525 -4.342 -0.266
C -2.176 0.663 -5.491 -0.016
C -3.160 -0.259 -5.781 -0.083
C -3.388 -1.343 -4.934 -0.094
C -2.617 -1.486 -3.800 -0.033
C -1.614 -0.566 -3.482 -0.087
C -0.839 -0.723 -2.236 -0.413
O 0.057 0.168 -1.941 -0.092
N -1.102 -1.750 -1.451 0.103
N -0.262 -1.630 -0.380 -0.093
C 0.375 -2.634 0.088 -0.039
C 1.627 -2.253 0.730 -0.246
C 2.506 -3.136 1.338 -0.002
C 3.765 -2.689 1.696 -0.049
C 4.115 -1.375 1.430 -0.056
C 3.171 -0.537 0.863 -0.103
N 1.954 -0.953 0.526 0.035
H -0.035 1.225 -3.255 0.073
H -1.985 1.510 -6.137 0.116
H -3.756 -0.137 -6.676 0.103
H -4.159 -2.066 -5.166 0.098
H -2.771 -2.319 -3.127 0.107
H 0.153 -3.652 -0.211 0.136
H 2.205 -4.162 1.501 0.120
H 4.471 -3.360 2.166 0.112
H 5.095 -0.991 1.676 0.111
H 3.385 0.506 0.665 0.124
O 1.019 2.031 0.360 -0.166
C 0.122 3.034 -0.128 -0.134
C -1.197 2.455 -0.568 -0.248
C -2.068 3.166 -1.372 -0.003
C -3.290 2.599 -1.696 -0.036
C -3.610 1.352 -1.183 -0.032
C -2.669 0.698 -0.409 -0.109
N -1.478 1.228 -0.127 0.009
H 0.846 1.945 1.326 0.007
H 0.608 3.557 -0.950 0.135
H -0.063 3.753 0.674 0.139
H -1.785 4.140 -1.749 0.123
H -3.981 3.121 -2.343 0.115
H -4.553 0.874 -1.405 0.114
H -2.853 -0.291 -0.011 0.120
Te -0.515 0.262 2.750 0.929
C 0.824 0.648 4.353 -0.652
C 0.296 1.268 5.486 -0.185
C 1.098 1.558 6.581 -0.103
C 2.449 1.240 6.567 -0.109
C 2.983 0.622 5.447 -0.103
C 2.176 0.325 4.355 -0.155
H -0.754 1.531 5.509 0.077
H 0.662 2.039 7.448 0.098
H 3.076 1.469 7.419 0.095
H 4.035 0.361 5.421 0.097
H 2.608 -0.173 3.506 0.062
```

Results
Energy: -80065.3053 eV
Multiplicity: 1
ΔE to the lowest compared entry with this formula, charge and spin: 20.87 kcal/mol
Max |F|: 0.01341 hartree/bohr
LUMO level (alpha / beta): -0.018 / -0.018 Eh

***

A cluster of 5 separate species, C5H20N10O5 in total. Source: the Open Molecules 2025 dataset; level of theory: wB97M-V/def2-TZVPD.

Geometry as XYZ:
```
40
Properties=species:S:1:pos:R:3:lowdin_charge:R:1
N 0.567 0.045 -0.052 0.188
C 1.071 -0.162 1.113 -0.750
N 2.154 -0.908 0.902 0.158
O 0.572 0.103 2.174 0.032
H -0.379 0.384 -0.161 0.120
H 1.014 -0.328 -0.876 0.083
H 2.392 -1.426 1.735 0.115
H 2.788 -0.915 0.116 0.091
N -0.575 1.078 -4.923 0.144
C 0.261 0.805 -3.945 -0.821
N 0.716 -0.357 -4.160 0.175
O 0.460 1.446 -2.959 0.074
H -0.400 0.760 -5.865 0.111
H -1.201 1.860 -4.794 0.119
H 0.221 -0.803 -4.919 0.117
H 1.085 -0.865 -3.369 0.084
N -4.689 0.621 2.744 0.151
C -3.584 0.018 2.310 -0.813
N -2.592 0.731 2.025 0.188
O -3.580 -1.195 2.212 0.025
H -5.561 0.200 2.455 0.112
H -4.638 1.601 2.979 0.100
H -1.760 0.213 1.782 0.088
H -2.417 1.567 2.564 0.119
N 2.718 -3.540 -3.445 0.165
C 2.113 -2.853 -2.462 -0.810
N 0.832 -3.045 -2.337 0.177
O 2.776 -2.138 -1.794 0.063
H 2.198 -4.050 -4.145 0.104
H 3.723 -3.439 -3.451 0.118
H 0.459 -2.733 -1.452 0.124
H 0.210 -3.471 -3.009 0.123
N 0.816 2.895 3.251 0.175
C 0.290 3.081 4.377 -0.917
N -0.093 1.963 4.844 0.178
O 0.328 4.076 4.991 0.076
H 1.459 3.582 2.885 0.131
H 0.675 2.047 2.720 0.069
H -0.055 1.251 4.128 0.085
H -0.376 1.903 5.811 0.130
```

Results
Energy: -30649.6856 eV
Multiplicity: 1
ΔE to the lowest compared entry with this formula, charge and spin: 91.66 kcal/mol
SMILES: NC(N)=O.NC(N)=O.NC(N)=O.NC(N)=O.NC(N)=O
Max |F|: 0.16869 hartree/bohr
LUMO level: -0.002 Eh

***

A cluster of 2 separate species, C4H4 in total. Source: the Open Molecules 2025 dataset; level of theory: wB97M-V/def2-TZVPD.

Geometry as XYZ:
```
8
Properties=species:S:1:pos:R:3:lowdin_charge:R:1
C 3.014 -0.361 0.185 -0.175
C 1.995 0.118 -0.187 -0.200
C -0.023 0.738 -0.040 0.155
C -1.026 -0.295 -0.099 -0.147
H -0.121 1.548 0.674 0.062
H -1.455 -0.245 -1.108 0.112
H -1.832 -0.225 0.637 0.091
H -0.552 -1.278 -0.063 0.102
```

Results
Energy: -4202.0684 eV
Multiplicity: 1
ΔE to the lowest compared entry with this formula, charge and spin: 186.56 kcal/mol
Max |F|: 0.24518 hartree/bohr
LUMO level (alpha / beta): -0.115 / -0.115 Eh

***

A structure of composition C4H11CsNO9S2. Source: the Open Molecules 2025 dataset; level of theory: wB97M-V/def2-TZVPD.

Geometry as XYZ:
```
28
Properties=species:S:1:pos:R:3:lowdin_charge:R:1
Cs 2.426 -1.374 0.356 1.174
S -0.824 -0.758 2.716 0.140
O -0.944 -1.131 4.118 -0.158
O -0.003 -1.682 2.008 -0.437
O -2.175 -0.711 2.150 -0.352
O -0.232 0.554 2.775 -0.168
S 4.126 -0.377 3.119 -0.004
O 4.496 0.106 4.444 -0.444
O 3.699 0.721 2.231 -0.545
O 5.231 -1.104 2.508 -0.481
O 2.966 -1.218 3.264 -0.536
C -2.350 0.437 -2.977 -0.088
C -1.892 -0.165 -1.650 -0.385
C -0.821 0.877 -0.982 -0.129
O 0.551 0.422 -1.030 -0.345
C 1.191 0.810 -2.193 -0.163
N -2.913 -0.503 -0.635 0.035
H -2.965 -0.387 -3.339 0.061
H -1.571 0.717 -3.686 0.058
H -3.034 1.271 -2.823 0.069
H -1.397 -1.124 -1.806 0.133
H -1.050 0.620 0.053 0.088
H -1.009 1.947 -1.076 0.130
H 1.524 1.773 -1.806 0.105
H 0.516 0.969 -3.033 0.065
H 1.953 0.174 -2.643 0.078
H -3.016 0.312 -0.046 0.054
H -2.482 -1.176 -0.017 0.046
```

Results
Energy: -46460.5070 eV
Multiplicity: 2
Expectation value of S²: 0.760
Net charge: -2
Max |F|: 0.07855 hartree/bohr
LUMO level (alpha / beta): 0.127 / 0.126 Eh

***

The molecule C6H7ClS. Source: the Open Molecules 2025 dataset; level of theory: wB97M-V/def2-TZVPD.

Geometry as XYZ:
```
15
Properties=species:S:1:pos:R:3:lowdin_charge:R:1
C 0.404 -0.499 2.138 -0.098
C 0.617 0.240 0.820 -0.853
S 1.552 1.763 1.229 0.782
C 1.309 -0.608 -0.157 -0.153
C 0.537 -1.031 -1.151 -0.076
C -0.822 -0.470 -0.903 -0.693
Cl -2.208 -0.911 -1.804 0.674
C -0.675 0.447 0.087 -0.122
H 1.392 -0.665 2.532 0.067
H 0.028 -1.535 2.028 0.107
H -0.185 -0.002 2.886 0.077
H 1.471 2.361 0.008 -0.107
H 2.379 -0.861 0.082 0.137
H 0.847 -1.690 -1.983 0.119
H -1.444 1.188 0.453 0.138
```

Results
Energy: -29691.8236 eV
Multiplicity: 1
ΔE to the lowest compared entry with this formula, charge and spin: 15.28 kcal/mol
SMILES: C[C@@]1(S)C=CC(Cl)=C1
Max |F|: 0.06317 hartree/bohr
LUMO level: 0.018 Eh

***

A cluster of 2 separate species, C2H3N2O2 in total. Source: the Open Molecules 2025 dataset; level of theory: wB97M-V/def2-TZVPD.

Geometry as XYZ:
```
9
Properties=species:S:1:pos:R:3:lowdin_charge:R:1
C 0.962 0.528 -0.145 -0.260
C -1.593 0.354 0.089 -0.290
N -1.195 -0.967 0.198 -0.035
N -0.193 -0.006 0.132 -0.114
O 1.654 1.480 -0.036 0.071
O 2.360 -1.222 -0.474 -0.434
H -1.978 0.657 -0.835 0.056
H -2.125 1.001 0.774 0.076
H 2.109 -1.827 0.297 -0.069
```

Results
Energy: -9193.0047 eV
Multiplicity: 1
ΔE to the lowest compared entry with this formula, charge and spin: 108.37 kcal/mol
Net charge: -1
Max |F|: 0.05803 hartree/bohr
LUMO level: 0.149 Eh

***

A structure of composition C43H54BEuN11S3. Source: the Open Molecules 2025 dataset; level of theory: wB97M-V/def2-TZVPD.

Geometry as XYZ:
```
113
Properties=species:S:1:pos:R:3:lowdin_charge:R:1
Eu 11.954 11.363 11.867 1.301
C 17.077 14.785 11.396 -0.041
C 16.889 13.653 12.353 -0.206
C 17.922 13.150 13.089 0.093
C 17.795 12.152 14.083 -0.123
N 16.610 11.667 14.209 0.240
N 15.571 12.061 13.414 0.097
B 15.099 11.340 14.636 -0.726
N 14.720 9.916 14.742 0.024
N 14.707 9.539 16.043 0.201
C 14.647 8.247 16.324 -0.174
C 14.689 7.311 15.257 0.092
C 14.732 7.679 13.941 -0.254
C 14.791 6.678 12.833 -0.059
C 14.671 9.054 13.665 -0.618
S 14.515 9.628 12.063 0.612
C 14.542 7.803 17.769 -0.548
C 15.105 6.375 17.925 -0.058
C 15.441 8.729 18.604 -0.052
C 13.098 7.875 18.278 -0.029
N 14.521 12.230 15.687 0.045
N 15.455 13.066 16.216 0.201
C 15.048 13.879 17.163 -0.151
C 13.737 13.740 17.758 0.081
C 12.793 12.977 17.173 -0.244
C 11.362 12.964 17.568 -0.060
C 13.201 12.279 15.960 -0.558
S 12.008 11.509 14.962 0.625
C 16.108 14.884 17.661 -0.562
C 16.542 14.335 19.011 -0.033
C 17.329 14.903 16.714 -0.042
C 15.621 16.270 17.797 -0.049
C 15.583 13.079 12.561 -0.675
S 14.147 13.651 11.847 0.603
C 18.936 11.607 14.947 -0.530
C 18.414 10.931 16.176 -0.034
C 19.637 10.529 14.093 -0.036
C 20.057 12.619 15.237 -0.024
H 18.142 15.032 11.287 0.096
H 16.597 15.671 11.823 0.100
H 16.684 14.616 10.405 0.085
H 18.899 13.569 12.977 0.120
H 14.755 6.295 15.539 0.104
H 14.836 5.667 13.212 0.085
H 15.656 6.796 12.143 0.102
H 13.915 6.843 12.198 0.068
H 16.149 6.331 17.634 0.092
H 14.561 5.579 17.392 0.085
H 15.039 6.005 18.982 0.111
H 16.475 8.768 18.158 0.102
H 15.507 8.337 19.621 0.090
H 15.004 9.725 18.687 0.075
H 12.438 7.155 17.817 0.082
H 12.634 8.885 18.201 0.093
H 13.151 7.601 19.354 0.102
H 13.454 14.268 18.657 0.134
H 11.286 13.243 18.597 0.085
H 10.958 11.970 17.421 0.059
H 10.801 13.644 16.933 0.093
H 16.904 13.340 18.878 0.079
H 15.751 14.341 19.755 0.090
H 17.301 14.944 19.488 0.098
H 17.902 13.958 16.771 0.058
H 18.010 15.707 17.015 0.100
H 17.008 15.106 15.687 0.085
H 14.716 16.256 18.397 0.085
H 15.391 16.717 16.847 0.091
H 16.376 16.892 18.314 0.114
H 17.839 10.096 15.816 0.077
H 17.793 11.618 16.751 0.075
H 19.264 10.627 16.790 0.110
H 18.960 9.733 13.752 0.093
H 20.448 10.032 14.666 0.108
H 20.130 10.996 13.213 0.104
H 19.781 13.297 16.045 0.076
H 20.351 13.186 14.335 0.093
H 20.889 12.112 15.660 0.084
C 8.607 12.360 12.399 -0.140
N 9.869 12.891 12.863 -0.161
C 10.064 14.291 12.528 -0.135
C 10.491 14.387 11.117 -0.342
N 11.108 13.448 10.455 0.031
C 11.285 13.916 9.151 -0.240
C 11.898 13.305 8.072 -0.006
C 11.885 14.023 6.867 -0.072
C 11.335 15.290 6.779 -0.059
C 10.693 15.913 7.874 0.017
C 10.753 15.201 9.054 -0.182
N 10.186 15.451 10.308 0.180
C 8.624 10.870 12.472 -0.311
N 9.739 10.170 12.461 0.028
C 9.348 8.814 12.697 -0.205
C 10.051 7.620 12.864 -0.030
C 9.340 6.501 13.250 -0.066
C 7.926 6.528 13.522 -0.067
C 7.254 7.671 13.263 -0.020
C 7.963 8.815 12.800 -0.180
N 7.506 10.100 12.556 0.184
H 8.481 12.711 11.381 0.129
H 7.718 12.765 12.974 0.153
H 9.943 12.752 13.870 0.059
H 10.832 14.677 13.198 0.133
H 9.098 14.837 12.687 0.145
H 12.293 12.297 8.170 0.109
H 12.244 13.562 5.963 0.108
H 11.337 15.817 5.829 0.114
H 10.179 16.819 7.804 0.098
H 9.631 16.261 10.570 0.176
H 11.144 7.558 12.693 0.110
H 9.882 5.566 13.469 0.113
H 7.439 5.703 14.058 0.122
H 6.171 7.765 13.362 0.121
H 6.581 10.425 12.792 0.174
```

Results
Energy: -114362.4426 eV
Multiplicity: 8
ΔE to the lowest compared entry with this formula, charge and spin: 0.00 kcal/mol
Expectation value of S²: 15.760
Net charge: +2
Max |F|: 0.04966 hartree/bohr
LUMO level (alpha / beta): -0.191 / -0.191 Eh

***

Q: What is the formula in the seventh record?
A: C2H3N2O2

***

Q: Which value of energy does entry 1 give?
A: -27469.3245 eV

***

Q: What is the multiplicity in the fifth record?
A: 2